A 2-piece molecular cluster, C7H10N2S2 overall in a non-equilibrium geometry, computed with ωB97M-V/def2-TZVPD.

Results
- energy above the lowest of the compared OMol25 structures with the same formula, charge and spin (kcal per mole) = 42.7
- E_tot (a.u.) = -1178.52272
- multiplicity = 1
- orbital gap (eV) = 8.291
- lowest unoccupied orbital energy (eV) = -0.77

Structure (XYZ):
```
21
Properties=species:S:1:pos:R:3:forces:R:3:lowdin_charge:R:1
H -0.429232 2.364512 1.672860 2.044 0.693 0.956 0.08
C -0.166343 0.748879 -0.546120 0.620 -1.027 -2.283 -1.03
C 3.640156 -0.148468 -0.486613 0.546 2.264 3.480 -0.05
C -1.266346 2.051607 1.175275 -2.361 0.998 0.479 -0.20
C 2.357469 -0.054350 -0.712407 -0.434 0.530 0.354 -0.54
S 1.270402 0.833270 0.346539 1.260 0.133 0.949 0.99
H 4.113708 0.421668 0.418161 -0.774 -1.251 -1.809 0.10
N -1.250469 1.284092 0.069951 -0.701 -0.736 -0.509 -0.14
C 0.235632 -2.753319 0.256104 0.614 -0.662 -2.585 -0.05
H 4.239329 -0.784724 -1.032256 1.288 -1.040 -1.251 0.03
C -2.576587 1.120299 -0.277152 -1.221 -3.163 -1.968 -0.11
S -0.159872 0.053234 -2.054893 -1.746 0.696 0.166 0.72
N -2.465792 2.431185 1.512664 -0.229 -0.582 0.163 0.09
H -4.415799 1.922727 0.512645 1.334 -0.348 0.747 0.12
H -2.980730 0.299431 -0.949447 1.182 1.557 0.490 0.14
H 1.810631 -0.445740 -1.544521 0.281 -0.586 -0.206 -0.05
H 0.376516 -3.848766 0.021598 -1.177 1.040 -0.265 0.04
C -3.314126 1.745674 0.630151 -1.082 2.060 0.113 -0.13
H -0.056017 -2.671054 1.256634 -1.106 0.383 1.308 -0.01
H -0.233439 -2.044881 -0.541373 0.425 -1.845 1.652 0.01
H 1.270907 -2.525275 0.272201 1.239 0.890 0.019 -0.02
```
Forces are in eV/Å.